Entry 1:
The following is a DFT calculation (wB97M-V/def2-TZVPD) of a structure of composition C39H28N10OS4Ta.

## Properties
energy above the lowest of the compared OMol25 structures with the same formula, charge and spin	11.2	kcal per mole
LUMO energy	-4.12	eV
total charge	+1
M	961.94	g mol⁻¹
frontier orbital gap	6.198	eV

Geometry as XYZ:
```
83
Properties=species:S:1:pos:R:3:forces:R:3:mulliken_charge:R:1
Ta 1.3443 -0.5752 1.0419 0.326 -0.461 -0.335 2.413
N 2.8024 -3.5084 -2.0367 0.020 -0.018 -0.079 -0.115
C 3.3955 -2.7153 -3.0602 -0.027 -0.025 0.051 0.499
C 3.2940 -3.0698 -4.3929 -0.006 -0.009 -0.028 -0.891
C 3.8324 -2.2292 -5.3577 0.000 -0.002 0.016 -0.599
C 4.4243 -1.0280 -4.9948 0.000 -0.001 0.014 -0.791
C 4.4951 -0.6654 -3.6570 0.001 -0.002 -0.023 -0.650
C 4.0052 -1.5311 -2.6914 0.080 0.054 -0.052 0.702
S 4.2023 -1.2064 -0.9764 -0.121 -0.075 0.017 -0.212
N 2.7054 -1.8465 -0.3820 -0.049 -0.113 0.036 -0.436
C 2.2345 -2.9007 -0.9592 -0.067 0.062 0.208 -0.119
C 0.9345 -3.4155 -0.4591 0.085 0.141 -0.014 0.981
C 0.4792 -4.6949 -0.7235 -0.012 -0.001 -0.005 -0.815
C -0.7691 -5.0688 -0.2529 0.017 -0.023 -0.012 -0.965
C -1.5171 -4.1430 0.4500 -0.027 -0.011 -0.005 -0.839
C -0.9845 -2.8907 0.6949 0.091 -0.022 -0.016 -0.535
N 0.2261 -2.5278 0.2560 0.115 0.139 0.014 0.412
H 2.2944 -4.3036 -2.3911 0.024 -0.007 -0.006 0.181
H 2.8045 -3.9934 -4.6789 -0.001 0.006 0.001 0.392
H 3.7737 -2.5115 -6.3998 -0.001 0.004 0.001 0.405
H 4.8275 -0.3700 -5.7516 0.000 -0.005 0.000 0.408
H 4.9450 0.2739 -3.3619 0.002 -0.009 0.001 0.488
H 1.0955 -5.4070 -1.2552 -0.029 -0.015 0.005 0.600
H -1.1434 -6.0679 -0.4293 -0.001 0.004 -0.002 0.453
H -2.4982 -4.3843 0.8332 0.004 -0.004 -0.005 0.504
H -1.5176 -2.1474 1.2683 0.003 -0.007 0.017 0.431
N 5.6496 -0.1845 2.3214 0.035 0.171 -0.017 0.102
C 4.6024 -0.9860 2.1465 -0.080 0.033 -0.005 -0.512
N 3.6213 -0.2690 1.6266 -0.263 -0.105 0.045 0.464
C 4.1398 0.9800 1.5255 -0.075 0.271 -0.042 0.216
N 5.3767 1.0834 1.9339 -0.032 -0.250 0.038 -0.743
C 3.2464 2.0503 1.0960 0.130 -0.104 -0.027 0.330
C 3.6128 3.3830 1.0157 -0.028 -0.009 0.028 -0.808
N 2.7266 4.3313 0.7390 -0.077 -0.030 -0.015 -0.551
C 1.4698 3.9417 0.5634 0.099 0.098 0.000 -0.671
C 1.0849 2.6100 0.6209 0.013 -0.052 -0.009 -0.690
N 1.9837 1.6535 0.8640 -0.182 0.135 0.004 0.729
H 6.5507 -0.4078 2.7144 0.008 0.001 -0.001 0.212
H 4.5651 -2.0316 2.4054 -0.002 -0.004 -0.015 0.565
H 4.6382 3.6780 1.1987 0.005 -0.007 -0.007 0.509
H 0.7323 4.7087 0.3640 -0.003 -0.007 -0.001 0.453
H 0.0608 2.3021 0.4782 -0.024 -0.007 -0.036 0.636
S 1.5234 -2.3912 2.7386 -0.066 0.144 -0.235 -0.700
C 1.4962 -1.1672 3.9867 0.233 0.077 -0.017 0.992
S 1.3510 0.4412 3.3649 -0.044 -0.189 0.299 -0.479
C 1.5746 -1.4999 5.3016 0.035 0.042 0.116 0.614
C 1.7016 -2.8721 5.6929 -0.107 0.132 0.018 -0.114
N 1.7874 -3.9839 5.9739 0.055 -0.002 -0.018 -0.465
C 1.5358 -0.4848 6.3097 0.021 -0.135 0.026 -0.165
N 1.5154 0.3317 7.1188 -0.005 0.041 -0.045 -0.459
C 0.8886 -0.0395 -1.1963 -0.137 -0.020 0.081 -1.336
C -0.3673 0.6464 -1.6457 0.124 0.046 -0.048 0.213
C -0.3759 1.9731 -2.0720 0.001 0.014 0.022 -0.097
C -1.5532 2.6040 -2.4616 0.013 0.024 -0.014 -0.973
C -2.7482 1.9053 -2.4792 0.038 -0.054 0.068 -0.647
C -2.7391 0.5571 -2.1366 -0.067 -0.016 0.026 -0.555
C -1.5718 -0.0569 -1.7176 -0.032 -0.019 -0.026 -0.243
H 1.7599 0.5387 -1.5245 0.057 0.004 0.007 0.612
H 0.9435 -0.9862 -1.7307 -0.061 -0.015 -0.023 0.616
H 0.5588 2.5196 -2.1279 0.041 0.030 0.053 0.547
H -1.5294 3.6416 -2.7706 0.010 0.001 0.003 0.436
H -3.6729 2.3947 -2.7545 0.008 -0.022 -0.042 0.420
H -3.6571 -0.0150 -2.1937 -0.003 0.014 0.023 0.440
H -1.5878 -1.1079 -1.4456 -0.008 0.029 0.007 0.305
C -8.3261 4.2074 -0.7225 0.032 -0.010 0.016 -1.120
C -7.1478 3.3637 -0.3114 -0.117 -0.004 -0.082 0.742
O -6.3051 2.9682 -1.0670 0.020 0.024 0.049 -0.504
S -7.1445 3.0191 1.4541 0.023 0.010 0.015 -0.231
C -5.5855 2.1939 1.5778 0.063 -0.017 0.004 0.067
C -5.4055 0.9535 0.9744 -0.017 0.003 -0.013 -0.552
C -4.1578 0.3630 0.9773 -0.026 0.015 -0.012 -0.206
C -3.0853 0.9926 1.6123 0.105 0.011 -0.035 -0.130
C -3.2882 2.2005 2.2818 -0.035 0.007 0.015 -0.719
C -4.5324 2.8069 2.2478 -0.012 -0.044 0.019 -0.518
C -1.7695 0.4480 1.5013 -0.079 0.002 -0.043 0.524
C -0.6464 0.0145 1.3127 -0.050 0.120 0.103 -0.394
H -8.6791 3.8728 -1.6957 0.004 -0.001 -0.002 0.314
H -7.9857 5.2399 -0.8151 -0.004 0.003 0.002 0.290
H -9.1322 4.1705 0.0080 0.004 0.000 0.002 0.392
H -6.2374 0.4741 0.4756 0.021 0.015 0.005 0.436
H -3.9990 -0.5779 0.4690 0.008 -0.017 -0.022 0.497
H -2.4648 2.6646 2.8088 0.001 0.015 -0.029 0.547
H -4.6883 3.7605 2.7341 0.004 0.011 -0.014 0.460
```
Positions in Å, forces in eV/Å.


Entry 2:
The following is a DFT calculation (wB97M-V/def2-TZVPD) of a structure of composition C39H29BrF5N4STeW.

## Properties
energy above the lowest of the compared OMol25 structures with the same formula, charge and spin	18.5	kcal per mole
LUMO energy (spin up / spin down)	-4.10 / -4.33	eV
spin multiplicity	3
total charge	+1
M	1072.09	g mol⁻¹
frontier orbital gap (spin up / spin down)	5.996 / 5.885	eV

Geometry as XYZ:
```
81
Properties=species:S:1:pos:R:3:forces:R:3:lowdin_spin:R:1
W -0.3186 0.1179 -0.8287 0.155 0.349 0.698 1.705
N -1.4025 1.9232 0.2609 0.187 -0.684 0.251 0.016
C -1.3363 1.9689 1.7014 -0.031 -0.035 0.112 0.008
C -2.5077 2.0078 2.4402 -0.068 -0.065 -0.043 0.002
C -2.4554 2.0652 3.8235 0.003 0.000 -0.026 0.000
C -1.2200 2.0975 4.4529 -0.044 -0.041 0.047 0.002
C -0.0582 2.0415 3.7019 0.011 0.028 0.027 0.000
C -0.0845 1.9776 2.3067 0.036 -0.055 0.016 0.003
C 1.1798 1.8342 1.5336 -0.087 -0.057 -0.062 0.004
C 2.3358 2.3858 2.1034 0.014 -0.002 -0.040 -0.002
C 3.5961 2.1209 1.6054 0.002 0.051 0.071 0.006
C 3.7200 1.2895 0.5043 0.016 -0.070 -0.048 0.000
C 2.5787 0.8067 -0.1095 -0.014 0.006 0.083 0.015
C 1.2799 1.0758 0.3466 0.330 0.213 -0.061 -0.003
H -2.3654 2.0653 -0.0186 -0.111 -0.106 -0.161 0.002
H -0.8659 2.7029 -0.1146 0.081 0.024 -0.174 0.005
H -3.4659 1.9949 1.9311 0.019 -0.008 0.008 0.000
H -3.3725 2.0873 4.3976 0.025 0.021 -0.003 0.000
H -1.1631 2.1417 5.5333 0.025 -0.010 -0.032 0.000
H 0.8925 2.0082 4.2177 -0.007 -0.009 -0.030 0.000
H 2.2382 3.0364 2.9624 -0.005 -0.018 0.018 0.000
H 4.4684 2.5523 2.0799 -0.014 -0.001 -0.030 0.000
H 4.6933 1.0489 0.0934 -0.012 0.014 0.020 0.000
H 2.7186 0.1982 -0.9947 0.016 0.008 -0.084 0.002
F -5.0647 -3.8481 3.2061 -0.071 -0.037 -0.008 0.000
C -4.3463 -3.4903 2.1495 -0.033 0.012 0.080 0.001
C -4.2529 -2.1604 1.7892 0.015 -0.021 -0.008 0.000
F -4.8987 -1.2252 2.4861 0.002 0.035 0.019 0.000
C -3.4714 -1.8091 0.7086 0.212 -0.160 -0.215 0.003
F -3.3892 -0.4985 0.4153 0.008 0.332 -0.105 0.013
C -2.7320 -2.7229 -0.0419 -0.284 0.014 0.359 0.002
S -1.6599 -2.2824 -1.3542 0.116 0.723 0.330 -0.024
C -2.8893 -4.0588 0.3306 0.144 0.220 -0.088 0.000
F -2.2441 -5.0058 -0.3493 0.021 -0.096 0.034 0.000
C -3.6734 -4.4399 1.4030 -0.010 -0.187 0.018 0.000
F -3.7748 -5.7235 1.7339 0.018 -0.017 -0.001 0.000
Br 0.4981 -1.4428 6.5142 0.012 -0.023 -0.034 0.000
C 0.5488 -1.4779 4.6296 -0.011 0.033 -0.016 0.001
C 1.7540 -1.6803 3.9733 0.010 -0.028 0.127 0.001
C 1.7931 -1.6620 2.5914 0.061 0.070 -0.283 0.001
C 0.6309 -1.4262 1.8602 -0.187 0.133 0.466 0.009
C -0.5608 -1.2077 2.5335 -0.194 -0.019 -0.176 0.008
C -0.6151 -1.2534 3.9141 0.016 -0.017 0.018 0.001
N 0.6434 -1.3627 0.4335 0.541 -0.629 0.215 0.020
C 1.3848 -2.2136 -0.1728 -0.203 -0.109 0.366 0.017
C 1.4856 -2.1482 -1.6055 0.067 -0.089 -0.462 0.021
C 2.1792 -3.0910 -2.3461 0.039 -0.075 0.358 0.001
C 2.1673 -3.0104 -3.7234 -0.052 0.163 -0.208 0.025
C 1.4426 -1.9845 -4.3127 0.148 -0.278 -0.026 -0.002
C 0.7728 -1.0815 -3.5132 -0.145 0.224 -0.038 0.026
N 0.8015 -1.1316 -2.1755 0.309 -0.490 -0.246 0.011
H 2.6610 -1.8386 4.5412 -0.018 0.015 -0.024 0.000
H 2.7447 -1.7761 2.0861 -0.012 0.039 -0.003 0.000
H -1.4673 -1.0021 1.9810 -0.004 0.005 -0.072 0.005
H -1.5532 -1.0904 4.4249 -0.005 0.013 0.018 0.000
H 1.8740 -3.0119 0.3724 0.129 0.012 -0.001 0.000
H 2.6954 -3.8864 -1.8244 0.026 0.024 -0.050 0.000
H 2.6997 -3.7282 -4.3321 -0.001 -0.021 0.039 0.001
H 1.3946 -1.8874 -5.3884 -0.048 0.044 0.030 -0.001
H 0.2034 -0.2736 -3.9484 0.003 0.070 0.038 0.002
C -5.1997 0.9137 -3.0961 0.092 0.043 0.073 0.004
C -3.8959 0.3835 -3.7126 -0.332 -0.036 -0.094 0.009
C -2.7740 0.4811 -2.8032 -0.338 0.312 -0.345 0.055
N -1.8870 0.5563 -2.0876 -0.657 0.109 -0.539 0.019
H -6.0267 0.6996 -3.7689 0.017 -0.007 -0.010 0.000
H -5.1477 1.9918 -2.9509 -0.001 -0.018 0.022 0.000
H -5.3985 0.4380 -2.1367 -0.018 -0.014 -0.030 0.000
H -3.6450 0.9322 -4.6220 0.061 -0.023 -0.006 0.002
H -3.9956 -0.6720 -3.9762 0.062 -0.024 0.022 0.001
Te 0.3797 2.2731 -2.5181 0.221 0.204 -0.198 0.000
C 2.4835 2.5026 -2.6404 -0.234 -0.013 0.082 0.004
C 3.2059 1.7443 -3.5564 0.009 0.007 0.029 -0.001
C 4.5650 1.9713 -3.7318 0.006 0.011 0.018 0.001
C 5.2055 2.9543 -2.9888 -0.006 -0.035 0.016 -0.003
C 4.4887 3.6960 -2.0592 0.028 0.034 0.008 0.001
C 3.1291 3.4775 -1.8887 -0.028 0.037 -0.018 -0.001
H 2.7054 0.9845 -4.1444 0.010 0.024 -0.045 0.001
H 5.1200 1.3928 -4.4599 -0.011 0.002 0.015 0.000
H 6.2599 3.1485 -3.1419 -0.025 -0.032 0.034 0.000
H 4.9906 4.4500 -1.4645 -0.032 0.005 -0.049 0.000
H 2.5697 4.0659 -1.1715 0.029 -0.022 0.007 0.001
```
Positions in Å, forces in eV/Å.


Entry 3:
The following is a DFT calculation (wB97M-V/def2-TZVPD) of a structure of composition C39H29FeN5O2PS2.

## Properties
energy above the lowest of the compared OMol25 structures with the same formula, charge and spin	0.0	kcal per mole
LUMO energy (spin up / spin down)	0.02 / -1.16	eV
spin multiplicity	2
M	750.65	g mol⁻¹
frontier orbital gap (spin up / spin down)	6.759 / 5.688	eV

Geometry as XYZ:
```
79
Properties=species:S:1:pos:R:3:forces:R:3:lowdin_spin:R:1
Fe 1.4061 -0.3476 -0.2251 0.611 0.035 0.432 0.016
N 0.7747 -3.4503 2.6359 -0.212 0.016 0.296 0.006
C 0.8631 -2.3313 1.8830 0.104 0.468 -0.654 0.005
S 0.9291 -2.4860 0.1614 -0.512 -0.778 0.164 0.030
N 0.9559 -1.1738 2.5156 -0.597 -0.492 0.473 -0.004
N 1.0636 -0.1398 1.6583 0.722 -0.203 -0.390 0.010
C 1.3708 1.0025 2.1515 -0.301 0.423 0.522 0.018
C 1.7612 2.0111 1.1960 0.035 0.254 -0.221 -0.001
C 2.0862 3.3193 1.5343 0.025 -0.022 0.365 0.005
C 2.4954 4.1953 0.5511 0.024 0.135 -0.026 -0.001
C 2.5327 3.7591 -0.7645 0.068 0.028 -0.005 0.005
C 2.1822 2.4498 -1.0333 -0.150 -0.186 0.008 -0.001
N 1.8297 1.5796 -0.0808 -0.187 0.578 -0.271 0.003
H 0.4369 -4.2720 2.1676 0.060 -0.072 -0.027 0.000
H 0.4782 -3.3186 3.5913 0.037 -0.013 -0.021 0.000
H 1.3848 1.1499 3.2273 0.148 0.083 -0.060 0.001
H 2.0271 3.6196 2.5747 0.012 0.017 -0.089 0.000
H 2.7810 5.2104 0.7986 -0.040 -0.027 0.026 0.000
H 2.8426 4.4137 -1.5686 -0.059 -0.044 0.024 0.000
H 2.1646 2.0810 -2.0515 0.023 -0.082 0.037 0.000
O -0.8214 1.1719 -2.8399 0.127 0.292 -0.530 0.019
C -1.3218 0.6278 -1.8974 0.480 0.158 0.455 0.012
O -0.6221 0.3189 -0.7930 -0.629 -0.350 0.198 0.178
C -2.7495 0.2457 -1.7880 0.001 -0.150 -0.202 0.008
C -3.6608 0.4242 -2.8152 0.011 0.069 -0.232 -0.001
C -4.9576 -0.0341 -2.6543 0.010 0.075 -0.077 0.012
C -5.3318 -0.6579 -1.4707 0.024 -0.027 0.142 -0.002
C -4.4197 -0.8132 -0.4364 0.047 0.061 0.075 0.012
C -3.1138 -0.3572 -0.6016 -0.108 -0.295 0.229 0.006
P -1.7851 -0.3040 0.6385 -0.465 0.099 0.042 0.385
C -2.0868 1.3544 1.3570 0.014 -0.054 0.105 0.020
C -3.0473 1.5107 2.3614 0.033 0.084 -0.032 0.014
C -3.2945 2.7585 2.9165 -0.013 -0.027 0.000 0.000
C -2.6063 3.8756 2.4634 0.035 -0.018 -0.036 0.009
C -1.6929 3.7395 1.4283 -0.018 -0.014 0.019 -0.001
C -1.4356 2.4909 0.8759 0.090 0.030 0.030 0.008
C -2.3718 -1.5318 1.8966 0.345 -0.148 -0.220 0.105
C -2.7207 -2.7893 1.3874 -0.108 0.010 0.108 0.039
C -3.0235 -3.8430 2.2387 0.035 0.055 -0.095 -0.003
C -2.9195 -3.6747 3.6135 0.039 0.006 0.007 0.038
C -2.4926 -2.4561 4.1246 -0.002 0.039 0.044 -0.001
C -2.2023 -1.3965 3.2752 -0.017 0.044 0.025 0.042
H -3.3376 0.9078 -3.7294 0.001 -0.031 0.037 0.000
H -5.6823 0.0943 -3.4481 0.030 -0.011 -0.001 0.001
H -6.3452 -1.0209 -1.3490 0.034 0.018 0.006 0.000
H -4.7231 -1.2824 0.4895 -0.016 -0.002 0.010 0.000
H -3.6172 0.6604 2.7076 0.006 -0.015 0.023 0.001
H -4.0317 2.8584 3.7046 0.023 -0.026 -0.043 0.000
H -2.7867 4.8467 2.9096 -0.018 -0.045 -0.043 0.001
H -1.1666 4.6076 1.0472 -0.019 -0.062 0.013 0.000
H -0.7191 2.4126 0.0702 -0.002 -0.030 0.061 0.001
H -2.7551 -2.9373 0.3147 -0.023 -0.046 0.006 0.001
H -3.3294 -4.7984 1.8279 0.041 0.050 0.004 -0.001
H -3.1452 -4.4966 4.2829 -0.007 0.044 -0.033 0.003
H -2.3815 -2.3285 5.1954 0.008 0.010 -0.051 -0.001
H -1.8477 -0.4633 3.6924 0.033 -0.015 -0.004 0.002
S 4.1396 -0.0756 -3.6271 0.262 -0.049 -0.019 0.000
C 2.6366 -0.4937 -4.3820 0.189 0.084 0.005 0.000
C 2.3547 -0.6046 -5.7404 -0.004 0.022 0.032 0.000
C 1.1072 -1.0709 -6.1043 0.063 -0.015 -0.009 0.000
C 0.1835 -1.4490 -5.1247 -0.091 -0.068 -0.008 0.000
C 0.4717 -1.3235 -3.7820 -0.142 -0.007 0.183 0.000
C 1.7011 -0.7972 -3.3938 -0.267 -0.086 0.041 0.000
N 2.1544 -0.6303 -2.0840 -0.230 0.080 -0.563 0.000
C 3.4255 -0.3597 -2.0699 0.445 0.035 -0.129 0.000
C 4.1445 -0.3727 -0.8167 0.296 0.123 0.542 0.000
C 5.5367 -0.2828 -0.7246 -0.131 -0.033 -0.286 0.000
C 6.1408 -0.4089 0.5094 0.212 -0.002 0.048 0.000
C 5.3528 -0.6407 1.6348 -0.171 0.029 0.020 0.000
C 3.9664 -0.7129 1.5381 0.197 0.063 -0.191 0.000
C 3.3132 -0.5576 0.3063 -0.246 -0.196 -0.356 0.001
H 3.0997 -0.3524 -6.4866 -0.052 -0.019 0.062 0.000
H 0.8644 -1.1775 -7.1543 -0.035 0.004 0.050 0.000
H -0.7720 -1.8631 -5.4244 0.038 0.030 0.008 0.000
H -0.2246 -1.6578 -3.0225 -0.034 0.067 -0.016 0.000
H 6.1306 -0.1423 -1.6259 0.030 0.010 0.135 0.000
H 7.2201 -0.3493 0.6011 -0.082 -0.001 -0.019 0.000
H 5.8246 -0.7617 2.6063 -0.001 -0.011 -0.094 0.000
H 3.4084 -0.9087 2.4485 -0.081 0.049 -0.064 0.000
```
Positions in Å, forces in eV/Å.


Question: Among the records above, which one has the highest energy above the lowest of the compared OMol25 structures with the same formula, charge and spin?
Answer: C39H29BrF5N4STeW


Question: Among the records above, which one has the lowest energy above the lowest of the compared OMol25 structures with the same formula, charge and spin?
Answer: C39H29FeN5O2PS2